[1]
Density functional theory data (the ωB97M-V functional and the def2-TZVPD basis) for C45H91As4InN4O7S2Si as an isolated structure at a distorted geometry.

Each line ends with the Mulliken charge.
Atoms and positions in Å:
In1 -0.05806 -0.09735 0.15416  0.247
C1 -0.42068 3.62715 2.05679  -1.214
As1 -1.58213 2.04299 2.18167  0.561
C2 -1.83479 2.13377 4.13640  -1.373
C3 -3.20303 3.05706 1.64749  -2.075
C4 -4.52317 2.30365 1.39540  3.154
C5 -4.81340 1.35911 2.56666  -1.299
C6 -4.45582 1.54484 0.06350  -1.484
As2 -3.44418 -0.15906 -0.00037  1.086
C7 -3.60370 -0.25734 -1.95783  -1.080
C8 -4.91828 -1.43889 0.31912  -1.380
C9 -5.61152 3.38838 1.28664  -2.064
As3 -7.57559 3.06579 1.17798  0.299
C10 -7.83070 1.25567 0.43481  -1.014
C11 -7.92406 2.56972 3.05440  -1.114
H1 -0.23318 3.85245 1.00652  0.179
H2 0.53263 3.43932 2.55205  0.445
H3 -0.89595 4.48661 2.53158  0.396
H4 -2.61635 2.85209 4.38225  0.435
H5 -0.90464 2.44685 4.59975  0.470
H6 -2.10739 1.16350 4.54741  0.238
H7 -2.93096 3.61713 0.74788  0.529
H8 -3.34846 3.78448 2.45091  0.722
H9 -3.98150 0.66000 2.69531  -0.126
H10 -5.71762 0.77782 2.38487  0.005
H11 -4.94313 1.92171 3.49358  0.460
H12 -3.95891 2.17931 -0.67787  0.381
H13 -5.46236 1.34132 -0.30487  0.215
H14 -4.63743 -0.11766 -2.28109  0.532
H15 -3.23810 -1.21954 -2.31276  0.064
H16 -2.98596 0.53062 -2.38585  0.123
H17 -5.80134 -1.15442 -0.25372  0.432
H18 -5.17157 -1.51057 1.37604  0.406
H19 -4.57590 -2.41911 -0.01748  0.236
H20 -5.38211 4.01517 0.41945  0.465
H21 -5.54618 4.05028 2.15771  0.586
H22 -7.61726 1.23919 -0.63338  0.309
H23 -8.88684 1.01698 0.56558  0.467
H24 -7.23716 0.49135 0.93515  0.158
H25 -7.47782 3.30752 3.72116  0.321
H26 -7.53765 1.58334 3.30706  0.291
H27 -9.00091 2.57385 3.22228  0.386
C12 4.24873 0.56632 -3.04881  -1.166
C13 3.59878 0.19662 -1.71595  1.473
C14 3.81879 -1.29157 -1.46862  -1.240
C15 4.17382 1.02485 -0.56866  -1.627
O1 2.16086 0.40706 -1.73851  0.748
Si1 1.34799 1.61919 -2.50900  -1.786
S1 -0.50667 1.74561 -1.50565  -0.583
O2 2.21770 2.98575 -2.36100  0.427
C16 2.13550 4.24019 -3.05670  1.741
C17 0.67914 4.62998 -3.30389  -1.334
C18 2.89052 4.14063 -4.38242  -1.515
C19 2.80156 5.26599 -2.14657  -1.827
O3 1.20149 1.36038 -4.10538  1.149
C20 0.48751 0.47923 -4.97633  2.227
C21 -0.10862 -0.70594 -4.22658  -0.637
C22 -0.61272 1.29513 -5.64909  -1.947
C23 1.49937 -0.01677 -6.00701  -1.986
H28 5.30087 0.28063 -3.02997  0.547
H29 4.17626 1.63448 -3.23928  0.005
H30 3.75487 0.03565 -3.86514  0.149
H31 4.87850 -1.48802 -1.30069  0.570
H32 3.48838 -1.87205 -2.33141  0.301
H33 3.25199 -1.60798 -0.59560  -0.094
H34 5.24789 0.85752 -0.46882  0.519
H35 3.67847 0.75486 0.36570  0.169
H36 3.99456 2.08251 -0.76382  0.048
H37 0.22268 3.95364 -4.02934  0.154
H38 0.62020 5.64939 -3.68512  0.550
H39 0.11406 4.56686 -2.37253  0.192
H40 2.49616 3.31247 -4.96859  0.046
H41 3.95444 3.97033 -4.20736  0.319
H42 2.77442 5.06727 -4.94660  0.524
H43 2.25625 5.33530 -1.20427  0.338
H44 2.80924 6.24486 -2.62722  0.418
H45 3.82855 4.96751 -1.93204  0.332
H46 -0.88861 -0.37875 -3.54117  -0.310
H47 0.66207 -1.21785 -3.64585  -0.297
H48 -0.53584 -1.40974 -4.94245  0.775
H49 -1.29983 1.68092 -4.89350  0.298
H50 -1.17324 0.67638 -6.35108  0.468
H51 -0.17574 2.13738 -6.18825  0.401
H52 2.23778 -0.65873 -5.52272  0.343
H53 2.01712 0.83094 -6.45793  0.350
H54 0.99917 -0.58383 -6.79321  0.482
C24 8.24493 0.56951 3.51879  -1.060
C25 7.78017 0.82015 4.94682  -0.553
S2 5.99116 0.61759 5.09467  1.219
O4 5.56958 1.07819 6.38774  -0.685
O5 5.38605 1.18354 3.91626  -0.533
C26 5.76808 -1.18534 5.04508  -0.790
C27 4.29746 -1.59439 5.21386  -1.295
N1 3.37479 -0.97102 4.27230  0.626
C28 3.37700 -1.14653 2.93350  0.391
N2 2.48153 -0.39126 2.32702  0.608
C29 1.87922 0.33075 3.30040  -0.173
C30 2.41854 0.00101 4.51618  -0.675
N3 2.06100 0.52536 5.78416  1.243
O6 1.48234 1.59532 5.78628  -0.653
O7 2.32932 -0.10587 6.79508  -0.713
C31 4.30727 -2.06866 2.23302  -1.276
H55 9.26012 0.93622 3.37427  0.379
H56 7.58387 1.08932 2.82755  0.290
H57 8.23456 -0.49353 3.27436  0.277
H58 7.95088 1.84990 5.26054  0.397
H59 8.22977 0.14729 5.67688  0.378
H60 6.34952 -1.58298 5.87573  0.680
H61 6.18910 -1.51639 4.09692  0.407
H62 3.96361 -1.33454 6.20998  0.529
H63 4.21696 -2.67600 5.09966  0.396
H64 1.06747 1.00491 3.09399  0.164
H65 4.44281 -2.99729 2.78857  0.410
H66 5.28035 -1.59141 2.09195  0.258
H67 3.90242 -2.29606 1.25052  -0.115
C32 -2.35558 -5.03232 -4.55773  -1.382
C33 -2.60149 -3.77365 -3.73449  -0.538
As4 -1.50389 -3.51948 -2.08900  0.607
C34 0.04837 -4.67980 -2.49402  -0.982
C35 1.11771 -3.96993 -3.31954  -0.715
C36 -2.47803 -4.84175 -0.98682  -1.134
C37 -2.10157 -4.74314 0.49133  -0.791
H68 -3.07723 -5.09569 -5.37488  0.416
H69 -2.46132 -5.93396 -3.95184  0.284
H70 -1.35738 -5.03384 -4.99845  0.272
H71 -3.63543 -3.76368 -3.38081  0.479
H72 -2.47899 -2.88844 -4.36106  0.451
H73 -0.29242 -5.58876 -2.99202  0.768
H74 0.46961 -4.97699 -1.53051  0.444
H75 0.73281 -3.66173 -4.29436  0.209
H76 1.98279 -4.61509 -3.48547  0.534
H77 1.46131 -3.07536 -2.79501  -0.333
H78 -2.28802 -5.84724 -1.37046  0.551
H79 -3.54664 -4.64485 -1.10690  0.508
H80 -1.05086 -4.98933 0.65597  0.166
H81 -2.70000 -5.42456 1.09876  0.487
H82 -2.26087 -3.72664 0.85759  -0.037
C38 1.49009 -2.93069 0.43831  0.048
C39 0.88969 -3.21255 1.77595  1.553
C40 1.40549 -4.19753 2.60333  -0.354
C41 0.82038 -4.50774 3.82082  -1.433
C42 -0.32513 -3.81636 4.20485  -1.066
C43 -0.85187 -2.79618 3.44099  0.708
C44 -2.11759 -2.09019 3.83023  -1.007
C45 -0.23968 -2.43669 2.19039  0.734
N4 -0.83662 -1.46078 1.49969  0.218
H83 2.29941 -3.62652 0.21035  0.965
H84 1.87442 -1.90486 0.40816  -1.544
H85 0.72080 -3.00181 -0.34019  -1.048
H86 2.26854 -4.76724 2.26953  0.453
H87 1.22884 -5.29186 4.44516  0.385
H88 -0.82109 -4.07390 5.13536  0.413
H89 -2.51240 -2.47305 4.77116  0.544
H90 -2.86765 -2.20928 3.04363  0.006
H91 -1.92838 -1.01814 3.91784  -0.061

Cartesian forces (eV/Å) of the 3 atoms listed first:
-1.1359 -0.3455 0.5377
-0.0258 0.0274 -0.0062
0.1660 0.5117 0.0478

The calculation puts the HOMO energy at -6.220 eV. For the largest force on an atom, the calculation gives 1.466 eV Å⁻¹. Its frontier orbital gap is 5.752 eV. The calculation puts the lowest unoccupied orbital energy at -0.468 eV. Its spin multiplicity is 1. The net charge is 0.

[2]
Density functional theory data (the ωB97M-V functional and the def2-TZVPD basis) for a 2-piece molecular cluster, C6H8N2O2 overall at a distorted geometry.

Each line ends with the Mulliken charge.
Atoms and positions in Å:
C1 -1.28704 -1.93877 0.69653  -1.259
C2 -1.24379 -0.58956 0.06321  0.909
N1 -0.63221 -0.32360 -1.24449  -0.724
C3 -0.13035 0.43096 -0.10268  0.564
C4 -1.08455 1.62183 0.07257  -0.444
C5 -2.19288 0.57603 0.27308  0.020
O1 -3.33725 0.64486 0.62374  -0.548
C6 1.22073 0.32383 0.37645  0.097
N2 2.25654 0.17970 0.88100  -0.518
H1 -1.56580 -1.85376 1.75406  0.318
H2 -2.02877 -2.56926 0.18723  0.316
H3 -0.30737 -2.42886 0.62397  0.375
H4 -0.02327 -1.11900 -1.47759  0.333
H5 -0.93446 2.19274 0.99782  0.316
H6 -1.17244 2.29109 -0.79220  0.252
O2 4.37166 1.15193 -1.09889  -0.655
H7 3.78485 0.61954 -1.64393  0.293
H8 4.30643 0.79029 -0.18987  0.354

Cartesian forces (eV/Å) of the 3 atoms listed first:
0.0074 -0.1325 0.0053
0.0868 -0.0968 0.3125
0.0310 -0.3015 -0.6269

The calculation puts the HOMO energy at -9.975 eV. For the largest force on an atom, the calculation gives 1.475 eV Å⁻¹. Its SMILES is C[C@]12N[C@@]1(C#N)CC2=O.O. Its frontier orbital gap is 10.501 eV. The calculation puts the lowest unoccupied orbital energy at 0.526 eV. Its spin multiplicity is 1. The net charge is 0.

[3]
Density functional theory data (the ωB97M-V functional and the def2-TZVPD basis) for a 2-piece molecular cluster, C33H66FNO4P2S overall at a distorted geometry.

Each line ends with the Mulliken charge.
Atoms and positions in Å:
C1 6.37006 -3.16591 -1.55178  -0.146
C2 5.77640 -2.20940 -1.13399  -1.219
C3 5.06033 -1.13365 -0.42574  -0.642
C4 4.19552 -1.62025 0.75600  1.045
C5 2.82508 -2.22731 0.33293  -0.702
C6 2.51760 -2.29251 -1.16566  0.136
C7 1.23647 -3.12109 -1.40411  -1.825
C8 -0.04270 -2.41796 -0.94183  1.463
C9 -1.25601 -3.35265 -1.10837  -1.308
C10 -2.62607 -2.63148 -0.94972  -0.276
C11 -3.32868 -3.02929 0.36180  -1.492
C12 -2.48627 -2.70981 1.61799  3.105
C13 -1.75316 -3.90780 2.26941  -0.885
C14 -2.49270 -4.41559 3.53648  -0.781
C15 -3.74947 -5.23999 3.14998  -1.062
C16 4.95909 -2.74014 1.50712  -1.592
C17 6.32310 -2.32726 1.98210  0.241
O1 6.77286 -1.24248 2.06593  -0.412
F1 7.07072 -3.38816 2.36621  -0.319
O2 3.96242 -0.64368 1.76181  0.029
C18 3.87868 0.70545 1.39567  0.241
C19 2.76245 1.03031 0.40830  -1.136
O3 1.46571 0.65634 0.88105  -0.086
C20 0.44611 1.49867 0.38673  -0.731
P1 -0.93782 0.54993 -0.37928  1.219
O4 -2.12971 1.42421 -0.61188  -0.761
P2 -0.21412 2.57964 1.77144  -0.130
C21 -1.71591 1.82047 2.52027  -0.948
C22 -1.47612 0.48038 3.23526  -0.555
C23 -0.86272 4.14196 1.02510  -0.400
C24 -0.15036 4.59743 -0.25260  -1.175
C25 3.59921 1.52122 2.70256  -0.372
S1 4.48325 0.88129 4.15520  -0.237
C26 3.40947 -0.40279 4.84055  -0.137
C27 1.91476 -0.01841 4.79203  -0.872
H1 6.84459 -4.02489 -1.95990  0.437
H2 5.82352 -0.44331 -0.06324  0.744
H3 4.49223 -0.57700 -1.17350  0.472
H4 2.77091 -3.25659 0.70160  0.894
H5 2.04193 -1.69132 0.86866  -0.425
H6 2.31943 -1.29468 -1.56862  0.115
H7 3.31113 -2.77348 -1.73570  0.378
H8 1.14680 -3.25023 -2.48834  0.436
H9 1.33228 -4.12842 -0.99037  0.502
H10 0.02547 -2.07414 0.09065  -0.114
H11 -0.21323 -1.59061 -1.63625  -0.089
H12 -1.20720 -3.75395 -2.12511  0.527
H13 -1.16653 -4.20334 -0.43422  0.345
H14 -3.25247 -2.91391 -1.79524  0.487
H15 -2.45621 -1.55326 -0.95796  -0.157
H16 -4.24224 -2.43159 0.43161  0.467
H17 -3.60597 -4.08162 0.32884  0.193
H18 -1.77061 -1.91278 1.40392  -3.129
H19 -3.16506 -2.31392 2.37682  1.027
H20 -1.69032 -4.76565 1.59740  0.434
H21 -0.72126 -3.64944 2.52260  0.258
H22 -2.76513 -3.56462 4.15731  0.391
H23 -1.79390 -5.06305 4.06864  0.405
H24 -3.84647 -6.10209 3.80793  0.379
H25 -4.62983 -4.60075 3.19832  0.261
H26 -3.66540 -5.63161 2.13753  0.253
H27 4.36806 -2.92615 2.41233  0.705
H28 4.97711 -3.67387 0.95650  0.562
H29 4.81828 1.11136 1.00983  0.229
H30 2.90506 0.59383 -0.58698  0.065
H31 2.79032 2.12006 0.27803  0.893
H32 0.77025 2.16495 -0.41617  1.009
H33 -0.44217 0.14831 -1.64548  0.173
H34 -1.21324 -0.61034 0.36628  -1.154
H35 -2.04086 2.53914 3.27742  0.593
H36 -2.55129 1.71948 1.82273  0.523
H37 -2.34284 0.28906 3.87410  0.484
H38 -0.61323 0.53065 3.89363  0.052
H39 -1.42050 -0.36487 2.55160  -0.173
H40 -1.91533 3.97642 0.76834  0.308
H41 -0.86216 4.92423 1.78395  0.525
H42 0.88744 4.88423 -0.08345  0.348
H43 -0.23019 3.82668 -1.02000  0.184
H44 -0.67193 5.46469 -0.66177  0.385
H45 4.01236 2.51921 2.55669  0.541
H46 2.53133 1.61835 2.87412  -0.290
H47 3.50515 -1.34093 4.29114  -0.049
H48 3.68580 -0.57146 5.87927  0.550
H49 1.77014 0.96771 5.22890  0.346
H50 1.61112 -0.03045 3.74506  -0.090
H51 1.30438 -0.77263 5.29199  0.483
C28 -2.14923 1.58252 -4.48910  -1.488
C29 -2.77924 2.76764 -3.77394  0.037
N1 -2.39477 4.05032 -4.33622  0.120
C30 -2.73821 5.17547 -3.48503  -0.028
C31 -4.22133 5.45079 -3.21175  -1.124
C32 -2.65748 4.22157 -5.75403  -0.704
C33 -4.09955 4.04589 -6.24686  -0.965
H52 -1.06297 1.68699 -4.53312  0.300
H53 -2.38153 0.66669 -3.94273  0.343
H54 -2.52218 1.45732 -5.50718  0.411
H55 -2.44719 2.73301 -2.73386  0.217
H56 -3.87136 2.62894 -3.75783  0.159
H57 -2.28028 6.07743 -3.90189  0.453
H58 -2.24096 5.01769 -2.52220  -0.331
H59 -4.72365 5.87972 -4.07795  0.261
H60 -4.31429 6.17405 -2.39832  0.456
H61 -4.75605 4.55025 -2.90919  0.259
H62 -2.02534 3.51648 -6.30111  0.384
H63 -2.29408 5.20814 -6.05331  0.372
H64 -4.56901 3.15258 -5.83283  0.259
H65 -4.10385 3.94086 -7.33403  0.372
H66 -4.72434 4.90453 -6.00593  0.263

Cartesian forces (eV/Å) of the 3 atoms listed first:
-0.2293 0.1905 -0.1230
-0.1572 -0.2353 0.5685
0.4634 0.3876 -0.6070

The calculation puts the HOMO energy at -7.979 eV. For the largest force on an atom, the calculation gives 1.978 eV Å⁻¹. Its SMILES is C#CC[C@@](CCCCCCCCCCC)(CC(=O)F)O[C@@H](CO[C@@H]([PH2]=O)P(CC)CC)CSCC.CCN(CC)CC. Its frontier orbital gap is 8.429 eV. The calculation puts the lowest unoccupied orbital energy at 0.451 eV. Its spin multiplicity is 1. The net charge is 0.